{
  "formula": "H10O4S2",
  "method": "ωB97M-V with the def2-TZVPD basis set",
  "multiplicity": 1,
  "smiles": "SS.O.O.O.O",
  "e_homo_ev": -10.100,
  "relative_energy_ev": 0.808,
  "fmax_ha_per_bohr": 0.009,
  "gap_ev": 10.05,
  "species": ["S", "S", "H", "H", "H", "H", "O", "H", "H", "O", "H", "H", "O", "H", "H", "O"],
  "xyz": [[1.612967, 1.526177, -4.060051], [1.765441, 1.261501, -2.007283], [0.528581, 2.316659, -4.086124], [1.061484, 0.119763, -1.968395], [-1.036308, 4.156513, -3.368004], [-2.188803, 5.023302, -2.951409], [-1.330891, 5.077108, -3.387776], [0.495635, -4.815716, 3.983624], [1.063902, -3.481733, 4.436037], [1.106160, -4.123171, 3.723104], [-1.367033, -1.898361, 1.887330], [-2.013218, -0.987209, 2.862090], [-2.203951, -1.784808, 2.352282], [0.424403, -1.003848, 0.236418], [1.515345, -0.614895, 1.186545], [0.566288, -0.771284, 1.161611]],
  "forces_ev_per_a": [[0.141, 0.012, 0.223], [-0.130, 0.013, -0.421], [0.006, -0.029, 0.051], [-0.012, 0.009, 0.105], [0.096, 0.259, -0.050], [0.002, 0.212, -0.034], [-0.113, -0.459, 0.110], [-0.105, -0.092, 0.003], [-0.019, 0.081, 0.046], [0.120, 0.021, -0.072], [0.054, -0.187, -0.051], [-0.248, -0.088, 0.013], [0.268, 0.290, 0.082], [-0.202, -0.026, 0.089], [0.076, -0.009, 0.289], [0.065, -0.007, -0.383]]
}

=====

{
  "formula": "C6H15N",
  "method": "ωB97M-V with the def2-TZVPD basis set",
  "multiplicity": 1,
  "e_homo_ev": -7.777,
  "relative_energy_ev": 6.593,
  "fmax_ha_per_bohr": 0.103,
  "gap_ev": 7.65,
  "species": ["C", "C", "C", "N", "C", "C", "C", "H", "H", "H", "H", "H", "H", "H", "H", "H", "H", "H", "H", "H", "H", "H"],
  "xyz": [[-1.641933, 1.217272, -0.465845], [-2.316683, 0.952433, 0.913666], [-0.983286, 0.138195, -1.147056], [-0.196006, -0.830467, -0.577041], [1.097965, -1.238786, 1.515846], [0.687040, -0.238709, 0.396043], [2.017913, 0.152944, -0.317886], [-1.360566, -0.362791, -2.050540], [-2.077786, 2.042266, -0.969151], [-2.196235, -0.109956, 1.152520], [-1.787969, 1.475792, 1.708771], [-3.402003, 1.038217, 0.859247], [4.377314, -0.866376, -2.287594], [3.982118, -1.019464, -2.894281], [-0.462634, 1.281821, -1.235109], [0.425675, -1.325742, 2.409190], [1.210856, -2.240864, 1.052770], [2.106969, -1.073647, 1.954151], [0.256887, 0.631780, 0.939957], [1.715253, 0.210185, -1.355312], [2.709005, 0.886240, 0.149151], [2.692613, -0.710645, -0.264090]],
  "forces_ev_per_a": [[-0.899, -0.651, 0.188], [2.301, -0.736, -0.204], [-0.742, -5.260, 0.059], [-0.493, 3.084, -0.943], [0.122, -0.927, 0.569], [1.286, -0.029, 2.975], [0.200, -1.177, 0.364], [-0.390, 1.271, -0.485], [-0.473, 0.159, -1.096], [0.395, 0.018, -0.180], [-0.706, 0.302, 0.311], [0.158, 1.001, -0.174], [0.034, 0.010, 0.022], [-0.014, -0.015, -0.044], [0.498, 1.218, 1.443], [0.169, 0.117, -0.999], [-0.356, 0.405, 0.203], [-0.562, 0.490, -0.388], [0.300, -0.285, -0.453], [0.722, 0.934, -0.399], [-1.176, 0.407, -0.476], [-0.375, -0.337, -0.292]]
}